{
  "formula": "C7H14",
  "method": "the ωB97M-V functional and the def2-TZVPD basis",
  "symbols": ["C", "C", "C", "C", "C", "C", "C", "H", "H", "H", "H", "H", "H", "H", "H", "H", "H", "H", "H", "H", "H"],
  "xyz": [[1.0544, -2.3665, -0.7425], [0.9989, -1.7961, 0.4577], [2.1860, -1.2455, 1.1924], [-0.6958, 1.1784, 1.5412], [-1.0149, 1.6088, 0.3361], [-2.0575, 2.0253, -0.6069], [-0.5782, 2.0392, -0.9957], [-1.1358, -0.9264, -1.6414], [1.9917, -2.4482, -1.2899], [0.1707, -2.7806, -1.2210], [0.0384, -1.7267, 0.9697], [2.3941, -1.8386, 2.0913], [3.0823, -1.2529, 0.5645], [2.0113, -0.2163, 1.5247], [-1.4540, 0.9767, 2.2936], [0.3415, 1.0192, 1.8248], [-1.7686, -0.7807, -2.0065], [-2.6944, 1.2645, -1.0541], [-2.5492, 2.9816, -0.4433], [-0.0864, 3.0043, -1.0990], [-0.2344, 1.2807, -1.6956]],
  "nbo_charge": [-0.42, -0.17, -0.65, -0.40, 0.02, -0.45, -0.45, 0.00, 0.19, 0.20, 0.20, 0.22, 0.21, 0.21, 0.20, 0.19, -0.01, 0.22, 0.22, 0.22, 0.23],
  "smiles": "C=C1CC1.[H][H].C=CC"
}

{
  "formula": "C2H9N2O",
  "method": "the ωB97M-V functional and the def2-TZVPD basis",
  "symbols": ["O", "C", "C", "N", "H", "H", "H", "H", "H", "N", "H", "H", "H", "H"],
  "xyz": [[0.2353, 1.0098, -1.4414], [-0.7704, 0.6390, -0.8082], [-0.7244, 0.1636, 0.6238], [-2.0210, 0.4500, 1.2832], [-1.7696, 0.6322, -1.3176], [-0.5616, -0.9601, 0.5333], [0.1325, 0.5937, 1.1998], [-2.0262, -0.0650, 2.2056], [-2.1208, 1.4170, 1.5972], [1.9441, -0.7917, -0.7711], [1.6626, -1.1438, 0.1221], [1.2433, -0.0009, -1.1806], [2.8592, -0.3472, -0.6517], [1.9169, -1.5968, -1.3945]],
  "nbo_charge": [-0.57, 0.49, -0.36, -0.82, 0.19, 0.22, 0.21, 0.38, 0.38, -0.91, 0.43, 0.46, 0.45, 0.44],
  "total_charge": 1
}

{
  "formula": "C38H32BaN6O5",
  "method": "the ωB97M-V functional and the def2-TZVPD basis",
  "symbols": ["Ba", "O", "C", "N", "C", "O", "C", "C", "C", "C", "C", "N", "C", "C", "C", "C", "C", "N", "H", "H", "H", "H", "H", "H", "H", "H", "O", "C", "N", "C", "O", "C", "C", "C", "C", "C", "N", "C", "C", "C", "C", "C", "N", "H", "H", "H", "H", "H", "H", "H", "H", "C", "C", "C", "C", "C", "C", "C", "C", "C", "C", "H", "H", "H", "H", "H", "H", "H", "C", "C", "C", "C", "O", "H", "H", "H", "H", "H", "H", "H", "H", "H"],
  "xyz": [[0.1551, -0.2989, -0.5434], [3.4605, 2.0091, 2.1125], [2.4696, 1.6917, 1.4531], [1.6449, 0.6480, 1.6084], [1.3701, 0.1334, 2.8359], [1.4297, 0.7739, 3.8834], [0.8367, -1.3485, 2.8897], [0.3009, -1.6296, 4.2879], [-0.9004, -2.2081, 4.4747], [-1.7831, -2.5110, 3.3863], [-1.3557, -2.0796, 2.1489], [-0.1885, -1.5185, 1.8660], [2.1838, 2.6080, 0.2580], [2.9513, 3.7710, 0.1507], [2.7077, 4.6547, -0.8808], [1.6982, 4.3740, -1.7928], [0.9727, 3.2123, -1.6089], [1.1973, 2.3666, -0.6048], [0.9005, -1.3380, 5.1383], [-1.2249, -2.4017, 5.4947], [-2.7745, -2.9147, 3.5381], [-2.0325, -2.1551, 1.2920], [3.7273, 3.9352, 0.8831], [3.2981, 5.5589, -0.9774], [1.4829, 5.0393, -2.6186], [0.1658, 2.9414, -2.2841], [-3.4207, -0.7427, -3.8986], [-2.5602, -0.9064, -3.0360], [-2.3879, -0.2091, -1.8939], [-3.4184, 0.4301, -1.3031], [-4.6236, 0.2210, -1.4236], [-3.0625, 1.5380, -0.3207], [-3.9457, 2.6190, -0.2629], [-3.6838, 3.6465, 0.6227], [-2.5717, 3.5672, 1.4523], [-1.7563, 2.4541, 1.3461], [-1.9972, 1.4731, 0.4734], [-1.5011, -1.9598, -3.3517], [-1.4431, -2.4317, -4.6639], [-0.5179, -3.4050, -4.9871], [0.3238, -3.8946, -3.9977], [0.1966, -3.3774, -2.7224], [-0.7005, -2.4432, -2.4056], [-4.8151, 2.6206, -0.9037], [-4.3466, 4.5030, 0.6753], [-2.3431, 4.3504, 2.1626], [-0.8764, 2.3223, 1.9686], [-2.1262, -2.0211, -5.3921], [-0.4463, -3.7800, -6.0016], [1.0709, -4.6461, -4.2162], [0.8429, -3.7037, -1.9148], [5.7153, -2.4010, 4.7440], [4.7186, -1.4646, 5.0867], [3.5366, -1.4169, 4.4015], [3.2646, -2.3036, 3.3241], [2.0340, -2.2989, 2.5857], [1.8840, -3.2213, 1.5835], [2.8926, -4.1429, 1.2391], [4.0714, -4.1594, 1.9216], [4.2784, -3.2464, 2.9833], [5.4942, -3.2665, 3.7123], [6.6512, -2.4261, 5.2908], [4.8935, -0.7628, 5.8935], [2.8057, -0.6691, 4.6700], [0.9449, -3.2335, 1.0458], [2.7244, -4.8384, 0.4241], [4.8603, -4.8597, 1.6677], [6.2508, -3.9909, 3.4275], [4.1899, 0.6291, -2.1508], [3.3270, -0.5943, -2.5126], [4.0945, -1.8717, -2.1153], [3.1106, -0.6110, -4.0403], [2.1224, -0.5400, -1.8619], [5.1737, 0.6082, -2.6324], [4.3200, 0.6555, -1.0659], [3.6643, 1.5402, -2.4532], [5.0853, -1.9284, -2.5797], [3.5093, -2.7456, -2.4172], [4.2015, -1.8911, -1.0283], [4.0531, -0.6534, -4.5983], [2.5641, 0.2915, -4.3278], [2.4984, -1.4789, -4.3023]],
  "mulliken_charge": [1.45, -0.80, -0.48, 0.63, -0.82, -0.71, 2.80, -1.50, -0.32, -1.49, -0.41, 0.55, 0.23, -0.54, -0.39, -0.75, -0.62, 0.57, 0.27, 0.36, 0.31, 0.26, 0.52, 0.39, 0.39, 0.43, -0.73, -0.32, 0.22, -0.20, -0.69, 0.49, -0.69, -0.24, -0.95, -0.24, 0.35, 0.51, -0.52, -0.29, -0.68, -0.16, -0.16, 0.45, 0.38, 0.44, 0.36, 0.48, 0.38, 0.42, 0.38, -0.50, -1.13, -0.54, 1.17, -0.33, -0.28, -1.09, -0.97, 0.98, -0.85, 0.36, 0.40, 0.35, 0.63, 0.40, 0.32, 0.34, -1.57, 1.40, -1.53, -1.63, 0.00, 0.45, 0.26, 0.25, 0.40, 0.24, 0.26, 0.40, 0.30, 0.21],
  "total_charge": -2
}

{
  "formula": "C3H4O2",
  "method": "the ωB97M-V functional and the def2-TZVPD basis",
  "symbols": ["C", "C", "C", "O", "O", "H", "H", "H", "H"],
  "xyz": [[-2.2136, -0.1101, -0.0170], [-1.0330, -0.5929, -0.1436], [0.0854, 0.3447, 0.0307], [-3.6793, -0.4805, 0.1152], [-3.0563, 0.8650, 0.2288], [-0.7146, -1.5771, -0.2766], [0.7638, 0.4343, -0.7661], [0.8121, 0.0904, 0.7567], [-0.4107, 1.1876, 0.4259]],
  "nbo_charge": [0.57, -0.36, -0.62, -0.25, -0.24, 0.24, 0.22, 0.22, 0.21],
  "smiles": "CC=C1OO1"
}

{
  "formula": "C23H22N4OS",
  "method": "the ωB97M-V functional and the def2-TZVPD basis",
  "symbols": ["C", "C", "N", "C", "C", "C", "N", "N", "C", "C", "N", "C", "C", "C", "C", "C", "C", "O", "H", "H", "H", "H", "H", "C", "C", "H", "H", "H", "H", "H", "H", "H", "H", "C", "C", "S", "H", "C", "C", "C", "C", "C", "C", "H", "H", "H", "H", "H", "H", "H", "H"],
  "xyz": [[2.0209, 4.6907, -1.0378], [2.2464, 3.3165, -0.5007], [3.2318, 3.1520, 0.3650], [3.4752, 1.8968, 0.7078], [2.7471, 0.7772, 0.2672], [1.5813, 1.1115, -0.4730], [1.4187, 2.3626, -0.9025], [0.6239, 0.2071, -0.8219], [-0.4073, 0.6241, -1.7509], [-1.6159, 1.1916, -1.0051], [-2.1104, 0.1884, -0.0859], [-3.4684, 0.1485, 0.2167], [-4.3794, 0.0369, -0.8358], [-5.7415, -0.0396, -0.6233], [-6.2392, -0.0262, 0.6663], [-5.3575, 0.0754, 1.7273], [-3.9895, 0.1743, 1.5233], [-3.1469, 0.3177, 2.5977], [-3.6748, 0.3356, 3.4050], [-5.7346, 0.1013, 2.7425], [-7.3000, -0.0914, 0.8512], [-6.4118, -0.1216, -1.4654], [-3.9971, -0.0022, -1.8445], [-1.1030, -0.1763, 0.8791], [0.1159, -0.7498, 0.1372], [-0.1752, -1.6560, -0.4029], [0.8832, -1.0037, 0.8646], [-0.7795, 0.6888, 1.4800], [-1.4960, -0.9394, 1.5484], [-1.2929, 2.0927, -0.4592], [-2.3968, 1.4754, -1.7089], [-0.7091, -0.2608, -2.3197], [0.0107, 1.3763, -2.4184], [3.3614, -0.4511, 0.6840], [4.4398, -0.2214, 1.4793], [4.8028, 1.4495, 1.7361], [5.0948, -0.9585, 1.9011], [3.0159, -1.7963, 0.2145], [3.0285, -2.8822, 1.0865], [2.7398, -4.1529, 0.6252], [2.4426, -4.3576, -0.7118], [2.4396, -3.2843, -1.5876], [2.7248, -2.0117, -1.1311], [2.7330, -1.1779, -1.8169], [2.2186, -3.4410, -2.6333], [2.2180, -5.3510, -1.0707], [2.7472, -4.9871, 1.3114], [3.2515, -2.7218, 2.1315], [2.5022, 5.4174, -0.3910], [2.4550, 4.7623, -2.0342], [0.9559, 4.8910, -1.1161]],
  "nbo_charge": [-0.65, 0.44, -0.51, 0.08, -0.18, 0.46, -0.55, -0.42, -0.22, -0.22, -0.46, 0.09, -0.21, -0.23, -0.22, -0.30, 0.32, -0.69, 0.48, 0.20, 0.21, 0.21, 0.21, -0.21, -0.22, 0.21, 0.22, 0.18, 0.22, 0.19, 0.21, 0.20, 0.24, -0.08, -0.37, 0.42, 0.24, -0.07, -0.15, -0.22, -0.22, -0.21, -0.19, 0.22, 0.21, 0.21, 0.21, 0.21, 0.23, 0.23, 0.23],
  "smiles": "Cc1nc(N2CCN(c3ccccc3O)CC2)c2c(-c3ccccc3)csc2n1"
}

{
  "formula": "C7H11N5O",
  "method": "the ωB97M-V functional and the def2-TZVPD basis",
  "symbols": ["C", "C", "C", "C", "C", "C", "C", "N", "N", "N", "N", "N", "O", "H", "H", "H", "H", "H", "H", "H", "H", "H", "H", "H"],
  "xyz": [[-3.7491, -1.9174, -0.1044], [-1.9688, -0.3681, -0.5804], [-5.3314, -0.0156, -0.0020], [1.6225, 1.0868, -0.1122], [2.3899, 0.0585, 0.6834], [-0.4834, -0.3692, -0.3626], [0.1053, 0.9555, -0.0635], [-6.1924, 2.1165, 0.5650], [-4.6358, -1.0515, -0.0117], [-5.8616, 1.0311, 0.3832], [-2.4272, -1.5448, -0.1779], [-0.3437, 2.0513, -0.7776], [2.0760, 1.9289, -0.8127], [-3.8641, -2.9547, 0.0858], [2.0208, -0.2632, 1.5862], [2.2809, -0.8137, 0.0734], [3.4760, 0.2577, 0.8449], [-0.2399, -1.0096, 0.5125], [0.0322, -0.7724, -1.2965], [-0.0383, 1.0691, 1.0792], [-1.8037, -2.3872, -0.1764], [-0.6729, 2.8182, -0.1345], [-1.1248, 1.7606, -1.3816], [0.4013, 2.5974, -1.3233]],
  "nbo_charge": [0.32, 0.16, 0.48, 0.61, -0.73, -0.57, -0.18, 0.30, -0.23, -0.05, -0.58, -0.70, -0.50, 0.26, 0.24, 0.25, 0.29, 0.25, 0.28, 0.25, 0.42, 0.46, 0.46, 0.49],
  "total_charge": 2
}

Computed relative energy (zero: lowest compared OMol25 entry of this formula, charge and spin), in the same sequence as the records: 3.868, 2.112, 0.000, 5.446, 0.112, 6.831 eV.
Computed gap between HOMO and LUMO, in the same sequence as the records: 10.766, 9.866, 4.805, 10.748, 8.215, 6.983 eV.